152
Properties=species:S:1:pos:R:3:forces:R:3:lowdin_charge:R:1 method="wB97M-V/def2-TZVPD" energy_ev=-178338.4171 molar_mass_g_mol=1182.8 lumo_ev=0.94 homo_lumo_gap_ha=0.1857 total_charge=-1
C 1.146531 0.706419 1.761958 -0.461 -0.573 0.623 -0.060
C 1.164981 -0.846517 1.140373 -2.991 -1.368 -1.630 -0.241
C 2.520031 -1.730348 1.565920 -0.560 0.527 0.890 -0.063
N 0.142057 -1.364377 0.385411 5.119 3.456 4.697 0.142
B 0.423149 -1.205120 -1.119232 0.005 -0.411 -0.665 -0.997
C 0.540441 -2.814262 -1.563254 -0.359 -0.337 -0.862 -0.122
C -0.813037 -3.631586 -1.089215 0.885 -0.769 -0.833 -0.195
C -0.408498 -4.806470 -0.009866 -0.225 0.486 -0.472 -0.291
N -1.397674 -4.741791 1.149041 1.537 -0.980 0.386 -0.074
O 1.668481 -0.371927 -1.226076 1.277 3.077 -2.562 -0.116
C 1.573276 0.587236 -2.361287 0.030 -0.741 3.203 -0.519
Br 2.092152 -0.650425 -3.898163 -0.762 0.508 -0.447 0.775
C 2.700085 1.761604 -2.525782 0.827 -1.070 -0.047 -0.189
C 3.332104 2.333539 -1.126664 1.251 0.140 -0.455 -0.146
C 4.959410 2.574512 -1.431080 3.099 0.810 -0.899 -0.132
C 6.176412 1.876502 -0.582880 0.934 2.973 -3.844 -0.036
C 7.740956 2.199988 -1.071099 -1.902 1.454 -2.141 -0.082
C 8.112587 3.162698 -2.367820 -4.292 -0.459 1.029 -0.103
C 6.889483 3.878716 -3.194267 -0.913 -2.799 3.363 -0.083
C 5.338445 3.569085 -2.720348 3.160 -1.160 1.322 -0.022
C -0.037986 1.026310 -2.258426 1.154 -1.898 -1.411 -0.310
C -0.449853 1.657820 -3.717787 -1.870 0.346 -0.551 -0.083
C -1.010713 3.216709 -3.650391 -1.274 4.557 0.114 -0.069
C -0.013441 4.543346 -3.441634 -3.876 0.927 -0.443 -0.008
C -0.603936 6.106736 -3.382052 -2.451 -2.655 -0.521 -0.079
C -2.197790 6.455401 -3.547001 2.342 -4.906 -0.306 -0.056
C -3.207184 5.151185 -3.800143 3.042 0.382 0.459 -0.180
C -4.815292 5.536642 -3.999246 0.875 0.590 -0.035 -0.121
C -2.624269 3.617384 -3.835611 1.816 2.413 0.363 -0.003
O -0.367249 2.132438 -1.347173 -0.228 -2.591 0.778 -0.125
C -1.445428 1.805791 -0.409156 -1.235 0.716 1.644 -0.143
C -2.930978 1.610373 -1.072152 0.226 -1.345 0.500 -0.261
C -3.548675 0.204476 -0.408455 0.779 -0.306 -0.872 -0.085
C -3.987883 2.831498 -0.792247 -1.475 -0.061 -0.042 -0.335
C -4.282698 3.131728 0.803907 -0.759 -0.945 -0.132 -0.116
C -5.447255 2.339141 -1.441590 0.673 -0.736 -0.370 -0.131
O -0.530655 -0.349266 -1.910753 -0.665 3.375 -1.068 0.007
H 1.925410 0.838126 2.643477 -1.519 -0.141 -2.212 0.043
H 0.072144 0.858205 2.249297 2.209 -0.271 -1.141 0.089
H 1.283294 1.509060 0.911812 -0.290 -1.755 1.565 0.076
H 2.197246 -2.828345 1.860784 0.713 2.234 -0.963 0.061
H 3.338884 -1.696256 0.719696 -1.833 -0.123 1.519 0.088
H 2.961451 -1.231210 2.540792 -0.675 -1.005 -1.920 0.054
H 0.658675 -2.957123 -2.718650 0.081 0.002 1.988 0.053
H 1.499612 -3.214455 -0.975833 -2.009 0.631 -1.439 0.100
H -1.678787 -2.943396 -0.693771 1.943 -1.326 -0.462 0.101
H -1.246424 -4.179937 -2.054534 0.783 1.113 2.051 0.102
H -0.499768 -5.838179 -0.557855 0.082 1.788 1.219 0.104
H 0.708037 -4.719457 0.388855 -2.198 0.057 -1.052 0.097
H -1.313058 -5.679643 1.629901 -0.133 1.590 -0.299 0.049
H -1.058234 -3.993737 1.818402 -0.505 -1.237 -1.073 0.063
H 3.610198 1.269331 -3.121602 -2.123 1.160 1.410 0.080
H 2.256290 2.572804 -3.243876 0.773 -1.376 1.591 0.100
H 2.862038 3.373524 -0.844501 0.939 -2.244 -0.348 0.104
H 3.239135 1.531569 -0.252981 0.060 1.791 -1.989 0.115
H 5.974388 1.165284 0.324619 0.406 1.535 -2.012 0.080
H 8.679837 1.709520 -0.522813 -2.467 1.114 -1.203 0.074
H 9.217955 3.370882 -2.743335 -2.573 -0.662 1.158 0.076
H 7.144789 4.575945 -4.127043 -0.786 -1.719 2.325 0.084
H 4.478073 4.082513 -3.357323 1.938 -1.307 1.667 0.093
H -1.362384 1.014436 -4.134214 2.139 1.367 0.861 0.119
H 0.403244 1.660483 -4.518474 -1.545 -0.230 1.897 0.086
H 1.147187 4.444708 -3.332223 -2.524 0.037 -0.171 0.063
H 0.158422 7.002756 -3.206923 -1.760 -2.242 -0.424 0.075
H -2.550611 7.570973 -3.525158 0.580 -2.508 -0.065 0.072
H -5.206911 5.208369 -5.064704 0.742 0.397 2.379 0.086
H -5.469204 5.145350 -3.107706 1.274 0.434 -1.899 0.062
H -4.917082 6.724738 -3.982294 0.448 -2.597 0.012 0.057
H -3.428841 2.749977 -3.990704 2.035 2.076 0.344 0.099
H -1.536980 2.740691 0.328347 0.517 -1.764 -1.720 0.141
H -1.232695 0.883186 0.292596 -0.012 1.639 -1.818 0.107
H -2.808457 1.348647 -2.230478 -0.332 0.900 2.544 0.128
H -2.690895 -0.620265 -0.313648 -1.727 2.002 -0.278 0.084
H -3.999238 0.361395 0.659347 0.576 -0.250 -2.134 0.080
H -4.300081 -0.210708 -1.207595 1.054 0.677 1.966 0.078
H -3.706314 3.858765 -1.277229 -0.185 -2.176 0.650 0.113
H -3.568581 2.458539 1.440558 -1.224 1.679 -0.898 0.071
H -4.276230 4.269442 1.088445 0.385 -2.273 -0.547 0.077
H -5.387439 2.748196 1.039293 2.389 0.822 -0.387 0.075
H -5.183318 1.703345 -2.411281 -0.797 1.529 1.786 0.077
H -6.005729 1.570934 -0.719167 1.237 1.856 -1.484 0.082
H -6.153313 3.236840 -1.709924 1.346 -1.753 0.556 0.064
C 5.171442 -4.738374 1.556274 0.284 -0.032 -0.216 0.044
N 4.206492 -5.521776 2.374046 -0.896 -0.176 0.599 -0.405
O 4.435644 -6.728270 2.518617 -0.471 1.476 -0.003 0.032
O 3.246102 -4.903454 2.847698 1.546 -1.289 -0.611 0.050
H 5.961095 -5.406247 1.205516 -0.279 0.071 0.160 0.095
H 4.621558 -4.315305 0.713109 0.013 0.059 0.245 0.102
H 5.584477 -3.954810 2.194746 -0.231 -0.055 -0.145 0.103
C 1.097113 -1.805868 5.394132 -0.313 -0.025 0.119 0.049
N 1.207418 -0.322185 5.404948 0.285 0.754 -0.239 -0.398
O 0.468548 0.294780 6.181133 0.995 -0.407 -0.963 0.035
O 2.032581 0.181288 4.633819 -1.204 -0.501 1.653 0.014
H 0.336953 -2.108881 6.117303 0.436 0.374 -0.408 0.055
H 0.810855 -2.107714 4.384562 0.184 0.059 0.094 0.108
H 2.073342 -2.210892 5.668267 -0.153 0.076 -0.175 0.110
C -1.782526 -3.698415 8.523129 -0.232 0.031 0.132 0.040
N -1.264137 -3.818256 7.133702 -0.369 -0.299 -0.928 -0.403
O -2.096845 -3.862715 6.220653 1.631 0.163 1.158 0.060
O -0.035848 -3.864438 6.998822 -1.585 -0.285 0.139 0.015
H -2.873755 -3.668877 8.491736 0.316 -0.035 -0.125 0.101
H -1.436358 -4.571238 9.080474 0.043 0.195 -0.134 0.107
H -1.383722 -2.773657 8.945024 0.012 -0.287 -0.075 0.070
C 1.066045 -3.092895 -6.287203 0.208 0.205 0.196 0.010
N 1.253222 -4.279547 -7.164938 0.191 -0.691 -0.500 -0.428
O 2.408436 -4.692443 -7.319975 -1.669 0.300 -0.015 0.042
O 0.235147 -4.763018 -7.673658 1.533 0.463 0.545 0.037
H 2.040534 -2.774832 -5.910581 -0.262 -0.191 -0.156 0.051
H 0.610129 -2.305279 -6.890601 -0.043 -0.181 0.171 0.099
H 0.413297 -3.391330 -5.464359 0.028 0.122 -0.192 0.100
C -6.433955 9.501651 -5.264476 0.178 0.202 0.200 0.032
N -6.246778 8.314998 -6.142211 0.341 -0.950 -0.713 -0.425
O -5.091564 7.902102 -6.297248 -1.788 0.520 0.057 0.039
O -7.264853 7.831528 -6.650931 1.505 0.599 0.674 0.047
H -5.459466 9.819714 -4.887853 -0.204 -0.185 -0.164 0.095
H -6.889871 10.289266 -5.867874 -0.040 -0.221 0.130 0.099
H -7.086703 9.203215 -4.441631 0.013 0.062 -0.241 0.101
C -4.238053 -7.432959 5.092519 -0.247 0.202 -0.181 0.042
N -3.390037 -7.349870 6.312175 0.610 0.096 0.898 -0.418
O -3.530443 -6.354717 7.032588 0.351 -1.509 -0.790 0.037
O -2.607215 -8.285986 6.511910 -1.077 1.450 -0.130 0.050
H -4.874701 -6.546985 5.043874 0.253 -0.187 0.108 0.098
H -3.570651 -7.475977 4.229379 -0.106 -0.108 0.193 0.104
H -4.842874 -8.338482 5.172752 0.244 0.087 -0.048 0.100
C -1.533020 2.420413 -7.760124 0.156 0.233 -0.154 0.043
N -1.374235 1.383715 -6.704831 0.256 -0.733 0.607 -0.406
O -0.231645 0.960226 -6.494633 -1.820 0.324 -0.515 0.025
O -2.401156 1.024205 -6.117290 1.458 0.332 -0.906 0.036
H -0.553496 2.639295 -8.190546 -0.203 -0.148 0.211 0.095
H -2.206413 2.017415 -8.519348 0.015 0.084 0.235 0.098
H -1.954009 3.310077 -7.287384 -0.044 -0.202 -0.029 0.099
C 3.541537 -9.630068 2.895705 -0.137 0.233 0.109 0.025
N 3.068329 -10.869248 2.221829 -0.447 -0.844 -0.352 -0.427
O 1.882226 -11.181485 2.379002 1.706 0.194 -0.390 0.048
O 3.900992 -11.493660 1.554147 -1.287 0.714 0.876 0.041
H 2.708225 -9.186117 3.444464 0.173 -0.180 -0.220 0.100
H 4.345698 -9.912599 3.578191 -0.055 0.049 -0.253 0.103
H 3.899020 -8.949339 2.120444 0.011 -0.240 0.219 0.078
C 4.517672 4.261960 2.459247 0.130 -0.098 0.264 0.041
N 4.560334 5.283818 1.378698 0.030 0.726 -0.893 -0.413
O 5.432498 6.156688 1.459102 -1.272 -1.080 -0.290 0.046
O 3.716959 5.180935 0.480282 1.344 0.388 1.363 0.036
H 5.312111 4.474323 3.177862 -0.170 0.050 -0.278 0.093
H 3.537987 4.328074 2.936878 0.113 -0.111 -0.215 0.103
H 4.668466 3.285164 1.995192 -0.175 0.172 -0.002 0.088
C -1.340099 0.867423 9.323074 0.318 -0.064 -0.205 0.044
N -2.305049 0.084020 10.140845 -0.780 -0.263 0.588 -0.413
O -2.075897 -1.122473 10.285417 -0.554 1.548 0.041 0.031
O -3.265439 0.702343 10.614498 1.428 -1.179 -0.629 0.057
H -0.550445 0.199550 8.972316 -0.267 0.122 0.089 0.089
H -1.889982 1.290492 8.479909 0.083 0.002 0.227 0.108
H -0.927064 1.650987 9.961546 -0.212 -0.076 -0.136 0.103